{"formula": "C7H16Cl2NP", "method": "wB97M-V/def2-TZVPD", "elements": ["H", "C", "H", "H", "H", "C", "P", "H", "C", "Cl", "H", "H", "Cl", "H", "H", "H", "H", "C", "C", "H", "N", "C", "C", "H", "H", "H", "H"], "positions_angstrom": [[2.2190, -2.2232, -1.2484], [-1.7682, 0.8913, 0.0290], [1.4198, 2.0652, 0.1646], [2.1411, -0.5949, -1.8824], [-1.1950, 1.1164, 2.7082], [0.4724, 1.9699, -0.3077], [0.5242, -0.5044, 0.8241], [-1.2598, -1.9741, -2.0284], [2.2368, -0.1511, 1.1859], [-4.1567, -1.6769, -0.2293], [-1.4736, -1.9716, -0.2135], [1.1777, -2.0767, -2.5937], [3.3730, -1.4346, 0.8501], [-2.3707, 0.0111, 0.3364], [-1.6455, 0.8003, -0.9683], [-0.3534, -3.1193, -0.9868], [0.0714, 2.9465, -0.4552], [-0.7805, -2.1065, -1.0217], [-0.4165, 1.0621, 0.6232], [-2.3402, 1.7026, 0.4232], [0.2831, -1.1465, -0.8579], [1.5062, -1.4181, -1.6536], [-0.5126, 1.6744, 2.0501], [0.4037, 1.5451, 2.5046], [-0.8021, 2.6644, 2.0737], [0.6822, 1.4405, -1.2923], [2.5643, 0.5079, 1.9660]], "e_above_lowest_kcal_mol": 56.2, "lumo_energy_ev": [-2.8307, -3.6290], "homo_ev": [-7.2, -6.8], "homo_lumo_gap_ev": [4.4, 3.2]}